[1]
The following is a quantum chemistry calculation of a molecular structure, C27H48N6ORbS4, from the Open Molecules 2025 dataset.

Cartesian coordinates (Å):
1 Rb -0.4362 -0.4917 1.2158
2 S -4.0877 -0.8476 1.8482
3 S -1.9732 2.1784 -0.8300
4 S -2.2605 2.0815 2.6216
5 S -2.4113 -1.3233 -1.3446
6 O 0.9154 0.3349 -1.1215
7 N 3.6309 0.6913 4.5479
8 N 3.3824 0.1149 -3.5518
9 N -1.6032 -3.3404 2.0319
10 N 1.5197 0.7954 3.0857
11 N 0.5551 -3.0099 0.0394
12 N 2.1081 0.4679 -3.1863
13 C -0.0622 -4.2664 0.3658
14 C 2.9450 1.9696 4.7107
15 C -3.7945 1.4594 3.4322
16 C 1.9678 0.2213 -1.7876
17 C -0.4917 -1.2057 -5.1607
18 C -4.7483 0.6620 2.5348
19 C -4.1595 -1.5140 -0.9320
20 C -0.4646 -4.2832 1.8355
21 C -3.2545 3.0183 0.1278
22 C 0.6068 -0.9844 -4.3314
23 C -2.7967 3.4146 1.5008
24 C 1.3660 -0.2872 4.0791
25 C -0.7677 1.1591 -5.4022
26 C -4.6787 -0.5782 0.1674
27 C 0.9919 0.2891 -4.0657
28 C 3.2856 -0.1132 -1.3236
29 C 4.0845 -0.1065 -2.4321
30 C 4.0069 0.4530 3.1793
31 C 2.7104 0.4750 2.2655
32 C -1.1817 -0.1335 -5.7264
33 C 5.5463 -0.2913 -2.4790
34 C 1.7753 2.0971 3.6978
35 C 3.9522 0.9257 -4.6263
36 C 2.6629 -0.4500 4.9049
37 C 0.3126 1.3619 -4.5758
38 C -2.4647 0.0432 -2.5216
39 C -2.9767 1.4321 -2.0941
40 H 2.7889 1.2047 1.4550
41 H 3.2033 -1.3476 4.7582
42 H -5.6056 0.3615 3.2106
43 H -3.6185 3.9596 2.0036
44 H 5.8191 -1.0220 -3.2388
45 H -4.3219 -2.5585 -0.5357
46 H -3.5511 3.9526 -0.3562
47 H 4.7970 1.1516 2.9233
48 H 6.0163 0.6611 -2.8110
49 H 0.8093 2.4905 4.1351
50 H -0.8468 -2.1765 -5.3294
51 H 4.3904 -0.5587 3.1689
52 H 4.8833 0.4947 -4.9413
53 H 1.1763 -1.8355 -3.9239
54 H -3.4365 0.8811 4.2500
55 H 0.5777 -5.1008 0.0774
56 H 3.4684 -0.2512 -0.2759
57 H -4.0024 1.3812 -1.6762
58 H -5.7697 -0.6786 0.2158
59 H 2.0581 2.7463 2.9127
60 H 4.0877 1.9392 -4.2335
61 H -1.9044 3.9959 1.3857
62 H 0.6080 2.3936 -4.3716
63 H -4.1458 2.4045 0.1625
64 H -1.2758 2.0481 -5.7593
65 H 3.6691 2.7239 4.5069
66 H 2.6613 2.1040 5.7768
67 H -5.1351 1.2713 1.7067
68 H 1.5715 -3.0841 -0.0304
69 H -2.9409 -0.2480 -3.4499
70 H 1.1288 -1.2480 3.6281
71 H -4.4415 2.2576 3.8258
72 H -0.6929 -5.3395 2.1588
73 H -1.0261 -4.4002 -0.1932
74 H 0.3391 -3.9552 2.4540
75 H -2.5010 -3.8347 1.8907
76 H -4.8232 -1.4057 -1.8088
77 H 2.4416 -0.3732 5.9697
78 H -1.4236 0.1665 -2.7903
79 H 2.5185 -0.5155 1.8107
80 H -2.1150 -0.3376 -6.2447
81 H -3.0517 2.0288 -3.0034
82 H 5.9207 -0.5749 -1.5728
83 H -1.6352 -3.1149 3.0387
84 H -4.4822 0.4753 -0.0514
85 H 0.5774 0.0543 4.7799
86 H 0.2591 -2.5552 -0.8473
87 H 3.2642 0.9489 -5.4596

For the LUMO energy, the calculation gives -1.789 eV. As for the HOMO energy: -10.0068 eV. The calculation puts the electronic energy at -83757.313 eV. The gap between HOMO and LUMO comes out at 8.2 eV. Its net charge is +1.

Here are the Löwdin charges for atoms 1 to 6, given in e: Rb 0.669; S 0.839; S 0.884; S 0.800; S 0.818; O -0.120

[2]
The following is a quantum chemistry calculation of 8 unconnected molecules or ions with the total composition C27H48O24, from the Open Molecules 2025 dataset.

Cartesian coordinates (Å):
1 O -0.4151 -6.5512 1.9573
2 O -0.2577 -2.7101 3.9377
3 O -0.3250 -0.8028 5.2738
4 O -4.3268 4.3090 0.9994
5 O 0.1872 -4.7863 0.8424
6 O 3.9232 3.4917 -3.5463
7 O -0.8622 -0.8351 3.0140
8 O -5.0836 2.4208 -0.3813
9 O 1.1083 1.3151 -1.1491
10 O 2.3279 0.8883 2.9053
11 O 5.2908 4.6676 -1.9126
12 O -2.1634 2.2561 -3.9835
13 O 2.4126 -0.3361 -0.1948
14 O -2.7307 2.8708 0.3419
15 O 5.1960 5.2107 -4.2705
16 O -2.0669 -2.9462 -2.9701
17 O -3.4256 -3.2214 -1.1716
18 O 1.5030 -5.6015 2.5287
19 O 0.3827 -0.6945 -0.7445
20 O -0.5431 2.9678 -5.6208
21 O -0.0978 1.0682 -4.3304
22 O 3.4761 1.5814 4.9336
23 O 4.2957 2.2168 2.8720
24 O -3.3932 -1.2614 -2.1225
25 C -0.6060 -5.2739 -1.2953
26 C -1.3679 -6.4902 0.8736
27 C 2.5237 0.9763 5.6500
28 C -4.1649 -2.4062 -0.3034
29 C -2.9301 -2.4702 -2.1940
30 C -4.4953 -1.2276 -1.1969
31 C 4.4372 1.9291 1.4853
32 C 2.2704 -1.7421 0.1913
33 C 5.9058 6.4165 -3.9788
34 C 2.5543 -1.9132 1.6943
35 C -0.4848 -1.4412 4.1189
36 C 0.8284 -1.9542 -0.2568
37 C 3.3794 1.5098 3.5600
38 C -0.5698 -0.0464 -3.6028
39 C -1.3752 4.0994 -5.9072
40 C 3.6716 2.4858 -2.6106
41 C -3.1992 -2.0369 0.8558
42 C -0.9748 2.0837 -4.6552
43 C -5.6472 4.7900 1.1850
44 C -1.0027 0.5558 2.9068
45 C -4.0822 3.1654 0.3180
46 C -2.3139 1.8381 -0.4393
47 C 4.7657 4.4357 -3.2685
48 C 1.2972 0.1765 -0.7159
49 C -0.9518 -5.2031 0.1302
50 C 0.5005 -5.6143 1.8444
51 C 0.3753 -3.4399 4.9604
52 H -6.0889 4.9982 0.1894
53 H 5.1577 2.6392 1.0447
54 H -2.2468 -1.6149 0.5220
55 H 3.4766 2.1371 0.9921
56 H -1.5813 0.8802 3.7704
57 H -1.7435 -4.4676 0.2060
58 H -2.4040 3.9800 -5.5359
59 H 4.5678 2.0040 -2.2754
60 H -5.6085 5.5960 1.9317
61 H 3.0074 1.6770 -2.9174
62 H -2.7701 0.8750 -0.0762
63 H 4.6870 0.9265 1.2287
64 H 0.1777 -0.7918 -3.2851
65 H 5.3673 7.0692 -3.2198
66 H 0.0034 1.0570 2.7432
67 H -2.3192 -6.3226 1.3753
68 H 2.7150 1.2783 6.6358
69 H -2.9161 -2.8969 1.4318
70 H -0.3083 -4.2891 -1.7265
71 H -5.3970 -1.4488 -1.8101
72 H 6.0645 7.0782 -4.8613
73 H -1.0226 0.2979 -2.7254
74 H -6.2598 4.0906 1.7309
75 H 2.5984 -2.9667 1.9320
76 H 1.4084 -3.3106 5.0851
77 H 0.1226 -2.1473 0.5642
78 H 0.1996 -5.9614 -1.5396
79 H -0.9056 5.0003 -5.3936
80 H -5.0494 -2.8782 0.0821
81 H 2.6314 -0.1052 5.6477
82 H -1.4954 -5.5711 -1.8910
83 H -4.5577 -0.2857 -0.7736
84 H -1.3591 -7.3365 0.2054
85 H -1.5285 0.9146 2.0564
86 H 3.2603 2.9927 -1.7049
87 H -1.4324 4.2863 -7.0097
88 H 3.5714 -1.4966 1.8825
89 H -1.3587 -0.5678 -4.1016
90 H 0.2475 -4.4594 4.6275
91 H -3.6370 -1.3269 1.5813
92 H -0.2294 -3.3235 5.8645
93 H 1.8218 -1.2673 2.2784
94 H 3.0182 -2.2863 -0.3481
95 H -1.2152 1.8197 -0.4710
96 H 6.8577 6.1526 -3.4434
97 H 1.4511 1.2664 5.4980
98 H -2.5692 2.1006 -1.4799
99 H 0.8352 -2.7158 -1.0747

For the LUMO energy, the calculation gives 0.320 eV. As for the HOMO energy: -9.5953 eV. Its relative energy (zero: lowest compared OMol25 entry of this formula, charge and spin) is 6.484 eV. Its structure (SMILES) is C[C@H]1COC(=O)O1.C[C@H]1COC(=O)O1.C[C@H]1COC(=O)O1.COC(=O)OC.COC(=O)OC.COC(=O)OC.COC(=O)OC.COC(=O)OC. The calculation puts the electronic energy at -77910.382 eV. The gap between HOMO and LUMO comes out at 9.9 eV.

Here are the Löwdin charges for atoms 1 to 6, given in e: O 0.084; O 0.008; O 0.002; O -0.020; O 0.076; O 0.033

[3]
The following is a quantum chemistry calculation of a molecular structure, C27H49BHfN6OSi, from the Open Molecules 2025 dataset.

Cartesian coordinates (Å):
1 Hf -0.0137 -0.3063 0.1887
2 Si 0.0529 -3.4002 1.5558
3 O -0.0309 -1.6865 1.4741
4 N -1.2920 0.9431 -2.1246
5 N -0.0238 2.4994 -0.5711
6 N -1.6385 0.0088 -1.1567
7 N 1.6501 0.0689 -1.0885
8 N 1.2657 0.9356 -2.1047
9 N -0.0501 1.7680 0.6090
10 C -2.3380 1.1417 -2.9295
11 C 2.2361 1.9916 -4.1363
12 C 3.3750 0.3659 -2.4643
13 C 3.2717 -0.8611 1.0706
14 C -1.3518 1.3355 3.3065
15 C 0.0081 4.8804 -1.2891
16 C 5.2385 -0.7037 -0.4559
17 C 3.7624 -1.1030 -0.3571
18 C 1.5809 -3.8654 2.4741
19 C -1.4530 -4.0155 2.4128
20 C -3.3278 -0.9423 0.9818
21 C -5.2060 -1.0373 -0.6629
22 C 0.1186 -3.9368 -0.2466
23 C -0.0650 2.6474 1.6406
24 C 2.9573 -0.2511 -1.3053
25 C -3.3902 0.3392 -2.4905
26 C -0.0952 2.1832 3.0740
27 C -2.9402 -0.3362 -1.3785
28 C -2.3218 2.0970 -4.0732
29 C -3.3576 -2.7176 -0.8043
30 C 1.1575 1.3457 3.3608
31 C 2.2969 1.1098 -2.9370
32 C -0.0479 3.9266 1.1270
33 C -0.0203 3.8001 -0.2629
34 C -0.1213 3.3966 4.0050
35 C 3.6060 -2.5791 -0.7428
36 C -3.7048 -1.2627 -0.4674
37 B -0.0128 1.8168 -1.9819
38 H -1.3386 0.4046 2.7278
39 H 0.9018 4.8126 -1.9092
40 H -5.5228 -1.3035 -1.6719
41 H -3.9167 -3.3925 -0.1541
42 H 2.2482 -1.2287 1.2027
43 H 0.7650 4.0198 3.8771
44 H 2.2081 3.0432 -3.8488
45 H -1.4432 -3.7314 3.4675
46 H -2.3816 -3.6564 1.9670
47 H 4.2052 -3.2010 -0.0758
48 H 5.8118 -1.2582 0.2875
49 H -2.3020 -1.2601 1.1961
50 H -3.4412 0.1212 1.1987
51 H 0.0056 5.8498 -0.7978
52 H 5.6541 -0.9462 -1.4343
53 H 3.9448 -2.7542 -1.7642
54 H -0.0040 2.6457 -2.8282
55 H 1.1819 1.0638 4.4141
56 H -1.4133 1.0433 4.3554
57 H -0.1427 3.0596 5.0412
58 H 5.3826 0.3616 -0.2708
59 H -3.2226 1.9646 -4.6670
60 H -5.4869 -0.0006 -0.4716
61 H -4.3724 0.2895 -2.9272
62 H -2.2585 1.8858 3.0508
63 H 2.5663 -2.9039 -0.6720
64 H -1.4565 1.9355 -4.7143
65 H 2.4827 -3.7708 1.8671
66 H -5.7582 -1.6720 0.0301
67 H 3.3189 0.1972 1.3344
68 H -1.4649 -5.1081 2.3678
69 H -2.2933 -2.9186 -0.6660
70 H 1.7068 -3.2657 3.3784
71 H 4.3538 0.3166 -2.9090
72 H -3.6133 -2.9536 -1.8377
73 H 3.1194 1.8312 -4.7491
74 H 2.0698 1.8996 3.1341
75 H 1.1708 0.4083 2.7924
76 H -3.9530 -1.5002 1.6798
77 H -1.0073 4.0106 3.8371
78 H 1.5008 -4.9098 2.7871
79 H 0.1303 -3.1112 -0.9742
80 H -0.7393 -4.5555 -0.5161
81 H 1.3532 1.7822 -4.7384
82 H 1.0162 -4.5249 -0.4475
83 H -0.0545 4.8512 1.6773
84 H 3.8701 -1.4211 1.7897
85 H -0.8615 4.8254 -1.9437
86 H -2.2947 3.1291 -3.7223

For the LUMO energy, the calculation gives -6.143 eV. As for the HOMO energy: -15.1339 eV. The calculation puts the electronic energy at -49638.520 eV. The gap between HOMO and LUMO comes out at 9.0 eV. Its net charge is +2.

Here are the natural (NBO) charges for atoms 1 to 6, given in e: Hf 2.583; Si 1.882; O -1.285; N -0.322; N -0.318; N -0.602

[4]
The following is a quantum chemistry calculation of a molecular structure, C27H49NP2V, from the Open Molecules 2025 dataset.

Cartesian coordinates (Å):
1 V -0.6140 -2.3256 1.6517
2 P 0.1972 1.2591 -4.0295
3 P 0.2826 -2.4608 -3.2564
4 N -0.7134 -0.4047 2.3302
5 C 1.1677 1.8556 -0.4522
6 C 1.5289 -0.1759 -1.9758
7 C 0.6178 -0.1636 -5.0155
8 C 0.8312 0.0134 4.1562
9 C 2.2401 0.2438 6.2343
10 C -0.5077 -1.3384 -1.1671
11 C 0.6511 2.7932 3.9043
12 C -0.9242 -3.8251 -3.2233
13 C 1.5165 -2.3158 1.5427
14 C -0.1481 2.0731 -0.6322
15 C -1.4680 -0.2520 -1.3815
16 C -2.7737 -1.6124 1.8245
17 C 0.0369 0.5245 3.1112
18 C 1.5283 2.4615 -4.0642
19 C -0.2165 -1.4258 -4.7100
20 C 1.8110 -3.2674 -3.8878
21 C 1.4764 0.8269 5.0848
22 C -1.1540 1.2868 -1.4103
23 C -2.0943 -0.6038 2.7854
24 C 0.8231 -1.4950 -1.8371
25 C 0.6258 4.3018 3.8333
26 C -2.9385 0.7061 2.8682
27 C 1.9118 0.5617 -0.6726
28 C -1.2011 2.0950 -4.7784
29 C -2.0872 -1.1833 4.2017
30 C -0.0414 1.9538 3.0202
31 C 1.4080 2.2105 4.9257
32 H -1.9550 -3.4355 -3.3528
33 H -2.0123 1.3960 -5.0040
34 H 3.1108 0.8684 6.4537
35 H -0.9976 1.5035 -2.4886
36 H 1.9374 2.8452 5.6332
37 H 2.5704 -0.7725 6.0027
38 H -1.7514 -0.4306 4.9373
39 H 0.7789 0.5107 -2.4810
40 H 1.7832 -0.1407 0.1716
41 H 1.5849 3.0353 -3.1335
42 H -1.9557 -0.5609 -2.3526
43 H 1.5992 4.7114 4.1440
44 H -2.5670 1.4066 3.6387
45 H -2.4130 -2.6821 1.6602
46 H 1.6265 0.2067 7.1430
47 H 1.4666 -2.1648 -1.2376
48 H -2.1468 1.7289 -1.2324
49 H 1.6908 2.6006 0.1298
50 H -1.5889 2.8804 -4.1231
51 H -0.6117 2.8999 -0.1629
52 H -0.6948 2.4231 2.2799
53 H -1.0410 -2.3062 -1.0049
54 H 1.6001 -3.8419 -4.8133
55 H -1.4158 -2.0627 4.2561
56 H 2.9851 0.8088 -0.6918
57 H -3.9576 0.3977 3.1597
58 H -1.2840 -1.1947 -4.5715
59 H 2.4955 1.9840 -4.2404
60 H 0.8452 -1.0699 4.2912
61 H 1.2088 -3.1184 2.2227
62 H -0.1217 4.7388 4.5148
63 H 1.6876 -0.3532 -4.9421
64 H -3.7172 -1.8722 2.3242
65 H -0.7347 -4.5430 -4.0522
66 H -2.2840 -0.4275 -0.6344
67 H -0.8544 2.5570 -5.6993
68 H 0.4103 4.6572 2.8179
69 H -2.9964 1.2282 1.9014
70 H 2.1595 -2.7457 0.7751
71 H 1.3234 3.1524 -4.8822
72 H -3.0542 -1.0829 0.9130
73 H 2.1972 -3.9643 -3.1292
74 H 2.0577 -1.5351 2.0939
75 H -0.8525 -4.3825 -2.2654
76 H 2.5709 -2.5058 -4.1187
77 H -0.1638 -2.0940 -5.5899
78 H -3.1189 -1.4922 4.4282
79 H 0.4174 0.1662 -6.0412
80 H 2.4110 -0.2448 -2.6277

For the LUMO energy (spin up / spin down), the calculation gives 0.052 / -0.174 eV. As for the HOMO energy (spin up / spin down): -5.1699 / -5.2208 eV. Its relative energy (zero: lowest compared OMol25 entry of this formula, charge and spin) is 5.500 eV. The calculation puts the electronic energy at -74539.410 eV. The gap between HOMO and LUMO (spin up / spin down) comes out at 5.2 / 5.0 eV. As for the spin multiplicity: 4.

Here are the Löwdin charges for atoms 1 to 6, given in e: V 0.719; P 0.803; P 0.939; N -0.093; C -0.103; C -0.245

[5]
The following is a quantum chemistry calculation of a gas-phase ion, C27H50BClN3O3S (charge +1), from the Open Molecules 2025 dataset.

Cartesian coordinates (Å):
1 Cl 2.7690 -2.5969 -3.8914
2 S 1.0805 -1.0345 2.9878
3 O -2.4439 3.1984 1.9806
4 O -0.8426 1.7867 -3.6809
5 O -0.9710 4.3218 3.0860
6 N 4.4586 2.0297 -0.1852
7 N -1.8105 3.5487 3.2436
8 N -0.4265 -0.5371 -1.0913
9 C 2.6412 3.6080 0.3934
10 C 0.2078 3.0201 -0.1786
11 C 4.2273 0.6805 -0.2149
12 C -3.5883 2.8391 -2.6671
13 C 5.2586 2.3357 -1.2556
14 C -1.6776 -2.7772 -0.8553
15 C -3.0670 1.3867 -2.5113
16 C -2.6741 -4.5813 0.5704
17 C 0.7219 -1.1174 -1.8786
18 C -1.0099 1.3344 1.2688
19 C 0.5568 -1.1294 -3.3990
20 C 0.9882 -2.4553 -4.0081
21 C -0.8611 1.8970 -0.1633
22 C -0.1062 -2.0899 5.3331
23 C -0.5168 0.9496 -1.3471
24 C 4.8625 0.1149 -1.3112
25 C -2.6315 -3.0616 0.3069
26 C 1.5880 2.5203 0.2222
27 C 1.2077 -1.7136 4.6761
28 C 0.0175 -0.7015 0.3382
29 C -1.0067 -0.2096 1.3374
30 C 3.9611 2.9588 0.8105
31 C 5.5338 1.1827 -1.9737
32 C -1.6133 -4.9553 1.6149
33 C -2.3640 1.7984 1.8268
34 C -0.6919 -0.6812 2.7669
35 C -1.6698 -1.3232 -1.3527
36 B -1.4845 1.3892 -2.5561
37 H -0.8072 -1.2621 5.3869
38 H -1.4575 2.1139 -4.3472
39 H 1.2167 -0.3768 -3.8222
40 H -1.7952 2.4161 -0.3765
41 H -2.0214 -0.5253 1.1068
42 H 0.0440 -2.4552 6.3444
43 H 4.7336 3.6928 1.0142
44 H 0.7645 -2.4464 -5.0667
45 H -2.0225 -3.4074 -1.6717
46 H 1.9714 1.8800 -0.5735
47 H -3.4390 0.7936 -3.3460
48 H -4.5880 2.8522 -3.0900
49 H 2.3637 4.3172 1.1719
50 H 1.5827 1.9070 1.1253
51 H -2.5890 1.2776 2.7602
52 H -3.6241 3.3517 -1.7098
53 H 0.9112 -2.1267 -1.5274
54 H -0.4364 -0.8862 -3.7695
55 H -0.2510 1.6861 1.9646
56 H -1.0057 0.0488 3.5058
57 H -1.8805 -4.4624 2.5484
58 H -2.2724 -2.6176 1.2308
59 H 0.3680 -1.7075 0.5332
60 H 1.6160 -0.5542 -1.6265
61 H 4.8679 -0.9184 -1.6035
62 H -0.6471 -4.5324 1.3363
63 H -0.6942 -3.1580 -0.5902
64 H 3.7854 2.3782 1.7142
65 H 1.8460 -2.5902 4.6450
66 H -0.1138 3.8236 0.4791
67 H 1.7128 -0.9673 5.2818
68 H -2.4987 -5.1258 -0.3544
69 H 0.5404 -3.3095 -3.5128
70 H -3.6355 -2.7193 0.0637
71 H 3.6352 0.1420 0.5062
72 H -3.1363 1.4843 1.1243
73 H -1.8886 -1.3358 -2.4137
74 H 5.6006 3.3276 -1.4887
75 H -1.5279 -6.0246 1.7646
76 H 0.4734 1.2198 -1.6988
77 H 2.7603 4.1194 -0.5602
78 H 6.1453 1.0966 -2.8516
79 H 0.2727 3.3898 -1.2035
80 H -1.2529 -1.5915 2.9636
81 H -3.6370 -4.8675 0.9843
82 H -0.6052 -2.8787 4.7718
83 H -3.4431 1.0155 -1.5615
84 H -2.9623 3.4412 -3.3243
85 H -2.5011 -0.7954 -0.8993
86 H 0.8982 -0.0685 0.4194

For the LUMO energy, the calculation gives -2.563 eV. As for the HOMO energy: -10.2421 eV. Its relative energy (zero: lowest compared OMol25 entry of this formula, charge and spin) is 0.333 eV. Its structure (SMILES) is CCCCC[N@+]1(CCCCl)C[C@@H](CSCC)[C@H](CON=O)[C@@H](CCCCn2cccc2)[C@@H]1B(O)CC. The calculation puts the electronic energy at -63449.630 eV. The gap between HOMO and LUMO comes out at 7.7 eV. Its net charge is +1.

Here are the Löwdin charges for atoms 1 to 6, given in e: Cl 0.592; S 0.906; O -0.102; O 0.187; O 0.113; N -0.123